{
  "formula": "C66H165N11O22",
  "method": "ωB97M-V/def2-TZVPD",
  "smiles": "COCCNCCOC.COCCNCCOC.COCCNCCOC.COCCNCCOC.COCCNCCOC.COCCNCCOC.COCCNCCOC.COCCNCCOC.COCCNCCOC.COCCNCCOC.COCCNCCOC",
  "relative_energy_ev": 11.952,
  "total_energy_ev": -132527.9197,
  "homo_energy_ev": -8.182,
  "e_lumo_ev": 0.37,
  "spin_multiplicity": 1,
  "symbols": ["C", "O", "C", "C", "N", "C", "C", "O", "C", "H", "H", "H", "H", "H", "H", "H", "H", "H", "H", "H", "H", "H", "H", "H", "C", "O", "C", "C", "N", "C", "C", "O", "C", "H", "H", "H", "H", "H", "H", "H", "H", "H", "H", "H", "H", "H", "H", "H", "C", "O", "C", "C", "N", "C", "C", "O", "C", "H", "H", "H", "H", "H", "H", "H", "H", "H", "H", "H", "H", "H", "H", "H", "C", "O", "C", "C", "N", "C", "C", "O", "C", "H", "H", "H", "H", "H", "H", "H", "H", "H", "H", "H", "H", "H", "H", "H", "C", "O", "C", "C", "N", "C", "C", "O", "C", "H", "H", "H", "H", "H", "H", "H", "H", "H", "H", "H", "H", "H", "H", "H", "C", "O", "C", "C", "N", "C", "C", "O", "C", "H", "H", "H", "H", "H", "H", "H", "H", "H", "H", "H", "H", "H", "H", "H", "C", "O", "C", "C", "N", "C", "C", "O", "C", "H", "H", "H", "H", "H", "H", "H", "H", "H", "H", "H", "H", "H", "H", "H", "C", "O", "C", "C", "N", "C", "C", "O", "C", "H", "H", "H", "H", "H", "H", "H", "H", "H", "H", "H", "H", "H", "H", "H", "C", "O", "C", "C", "N", "C", "C", "O", "C", "H", "H", "H", "H", "H", "H", "H", "H", "H", "H", "H", "H", "H", "H", "H", "C", "O", "C", "C", "N", "C", "C", "O", "C", "H", "H", "H", "H", "H", "H", "H", "H", "H", "H", "H", "H", "H", "H", "H", "C", "O", "C", "C", "N", "C", "C", "O", "C", "H", "H", "H", "H", "H", "H", "H", "H", "H", "H", "H", "H", "H", "H", "H"],
  "coordinates": [[-4.91923, -4.83961, -5.94417], [-4.50932, -6.01247, -6.56049], [-5.49385, -6.74384, -7.36553], [-5.12179, -8.07924, -7.86120], [-6.06151, -8.82774, -8.61262], [-5.95366, -8.60931, -10.03744], [-7.10527, -9.32109, -10.74648], [-6.99111, -10.67259, -10.68432], [-6.17614, -11.25288, -11.69087], [-5.68844, -4.27393, -6.46991], [-4.07257, -4.21167, -5.66677], [-5.42420, -5.11266, -5.01759], [-6.04795, -6.33766, -8.21176], [-6.31567, -6.86331, -6.65952], [-4.98768, -8.55474, -6.88960], [-4.18947, -7.96436, -8.41408], [-6.10403, -9.80848, -8.37509], [-5.00234, -9.00378, -10.39449], [-5.87381, -7.53779, -10.22063], [-7.07615, -8.89201, -11.74804], [-8.04698, -9.04218, -10.27372], [-6.29631, -12.33489, -11.74503], [-5.13659, -10.92747, -11.65179], [-6.61966, -10.92675, -12.63162], [3.07039, -4.57545, 1.05876], [2.70963, -5.71570, 0.33662], [2.64261, -5.71106, -1.12620], [1.55032, -6.72996, -1.56391], [0.18675, -6.18471, -1.31954], [-0.70961, -7.13188, -2.04660], [-2.08190, -6.43451, -2.01347], [-3.20431, -7.35474, -2.13141], [-3.53568, -7.68129, -3.42847], [3.24456, -4.85753, 2.09713], [2.45401, -3.68595, 0.92844], [3.99042, -4.14069, 0.66806], [3.66411, -5.91854, -1.44495], [2.37866, -4.73592, -1.53553], [1.53120, -7.64842, -0.97725], [1.71084, -6.88918, -2.63021], [-0.08719, -6.25695, -0.35008], [-0.86122, -8.08097, -1.53247], [-0.36797, -7.14100, -3.08164], [-2.24398, -5.57914, -2.66934], [-2.26809, -6.10531, -0.99119], [-4.20251, -8.54214, -3.37969], [-2.59482, -7.83814, -3.95601], [-3.96305, -6.85466, -3.99603], [-7.57961, -1.59528, 1.32094], [-7.78532, -0.18865, 1.49250], [-7.87219, 0.48975, 0.23043], [-8.21653, 1.97056, 0.35721], [-7.07777, 2.69168, 0.94717], [-5.93843, 2.89261, 0.00553], [-4.80245, 3.75103, 0.61457], [-4.47631, 3.37412, 1.98752], [-3.38149, 2.48875, 2.26014], [-6.51823, -1.74299, 1.12150], [-8.12426, -1.94962, 0.44578], [-7.80194, -2.11074, 2.25527], [-8.71928, 0.11667, -0.34520], [-6.96106, 0.32121, -0.34362], [-9.16830, 2.19485, 0.83879], [-8.31348, 2.48823, -0.59711], [-6.78816, 2.26651, 1.81633], [-6.37642, 3.43643, -0.83144], [-5.40343, 1.96399, -0.19330], [-5.19043, 4.76916, 0.64569], [-3.87813, 3.77617, 0.03743], [-3.00404, 2.75529, 3.24735], [-2.51444, 2.55794, 1.60321], [-3.79444, 1.48082, 2.21945], [7.72659, 6.12352, 5.01279], [7.86345, 5.16398, 3.98388], [6.95716, 4.10031, 4.07367], [6.96779, 3.48249, 2.60423], [5.92378, 2.50655, 2.36097], [6.46401, 1.24303, 2.84389], [5.52991, 0.05622, 2.65083], [5.15107, -0.23379, 1.31761], [4.39159, -1.41435, 1.09711], [8.44555, 6.93880, 4.93206], [7.81622, 5.58991, 5.95901], [6.72083, 6.54004, 5.06793], [5.95787, 4.50722, 4.22838], [7.19207, 3.37582, 4.85343], [7.84269, 2.99562, 2.17340], [6.74919, 4.21363, 1.82593], [5.70424, 2.32620, 1.39176], [6.69171, 1.22268, 3.90965], [7.32163, 1.01598, 2.21063], [4.64380, 0.30579, 3.23444], [6.15341, -0.77269, 2.98590], [4.83509, -1.83849, 0.19626], [3.36074, -1.19160, 0.82173], [4.48408, -2.22270, 1.82245], [5.46700, 6.35249, -2.92549], [5.61260, 5.31341, -1.94383], [5.39674, 3.98649, -2.26751], [5.36495, 3.22860, -0.95213], [5.30188, 1.81063, -1.32109], [3.93116, 1.17375, -1.42556], [4.12861, -0.11885, -2.21220], [2.91945, -0.84345, -2.15329], [2.88925, -2.16252, -2.64393], [4.63230, 7.04112, -2.79453], [5.52040, 6.05243, -3.97201], [6.42536, 6.85988, -2.81507], [6.18318, 3.51045, -2.85317], [4.43647, 3.74304, -2.72214], [4.64493, 3.50692, -0.18257], [6.35598, 3.40706, -0.53487], [5.80411, 1.33263, -0.58667], [3.22473, 1.83036, -1.93342], [3.43768, 1.00051, -0.46923], [4.92517, -0.76615, -1.84535], [4.32370, 0.15997, -3.24772], [1.83923, -2.42350, -2.51190], [3.46193, -2.93335, -2.12821], [3.07860, -2.10350, -3.71574], [2.22189, 1.82615, 3.78528], [1.23677, 0.92532, 3.39204], [0.60685, 1.23718, 2.21128], [-0.02944, -0.05119, 1.62653], [-0.60528, 0.01583, 0.30576], [-1.04635, -1.35159, -0.20471], [-1.97530, -1.17104, -1.51290], [-2.50359, -2.37866, -2.08626], [-1.53877, -3.03080, -2.93672], [3.02870, 1.60903, 3.08527], [2.58738, 1.68868, 4.80294], [1.79837, 2.82493, 3.67961], [1.25023, 1.76884, 1.51020], [-0.24243, 1.81844, 2.57042], [-0.80750, -0.47526, 2.26128], [0.81719, -0.73717, 1.59933], [-0.04579, 0.38303, -0.45070], [-1.48315, -2.01659, 0.54034], [-0.13048, -1.79695, -0.59321], [-1.42284, -0.55685, -2.22400], [-2.73490, -0.49275, -1.12426], [-0.98864, -3.81027, -2.40957], [-0.91229, -2.29316, -3.43823], [-2.19830, -3.55400, -3.62909], [-4.05500, 6.48891, 9.84352], [-3.00800, 5.66847, 10.41443], [-2.28397, 4.89172, 9.37510], [-0.78617, 4.64889, 9.89485], [0.10484, 4.34523, 8.78818], [1.39385, 3.83619, 9.17168], [2.31974, 3.96481, 7.92613], [2.72691, 5.35903, 7.66913], [3.68776, 5.53542, 6.59539], [-4.84657, 5.97028, 9.30265], [-3.69715, 7.36385, 9.30081], [-4.56039, 6.71942, 10.78137], [-2.27545, 5.63606, 8.57886], [-2.83272, 4.00982, 9.04462], [-0.82897, 3.77544, 10.54551], [-0.47251, 5.53392, 10.44841], [0.40265, 5.21073, 8.36120], [1.30910, 2.77739, 9.41634], [1.77857, 4.31098, 10.07428], [1.97016, 3.37631, 7.07785], [3.19848, 3.37918, 8.19620], [4.61487, 5.10983, 6.97937], [3.74796, 6.55624, 6.21801], [3.47675, 4.96137, 5.69315], [2.07558, 0.00388, -8.24599], [2.24060, 0.13264, -6.83908], [2.54273, -1.14049, -6.31382], [1.45830, -2.14618, -6.11630], [1.36739, -3.01239, -7.31301], [0.49015, -4.12236, -7.24223], [-1.05963, -3.70953, -7.11284], [-1.62163, -3.43450, -8.43209], [-2.80352, -2.60830, -8.45522], [1.21428, -0.56471, -8.59666], [3.01730, -0.30591, -8.69909], [1.67070, 0.93059, -8.65266], [2.93607, -0.98791, -5.30878], [3.41801, -1.65657, -6.70831], [0.50080, -1.67093, -5.90314], [1.71977, -2.79737, -5.28222], [2.29877, -3.34694, -7.51479], [0.87661, -4.80820, -6.48834], [0.47516, -4.62543, -8.20908], [-1.28838, -2.81310, -6.53647], [-1.52688, -4.61780, -6.73228], [-2.61034, -1.60065, -8.08720], [-3.53761, -3.19600, -7.90402], [-3.35846, -2.47249, -9.38350], [4.50197, 7.45850, 2.59673], [3.88357, 7.63584, 1.29810], [2.54427, 7.18402, 1.14097], [2.38914, 5.70767, 1.28884], [1.00965, 5.18419, 1.48281], [-0.00442, 5.61260, 0.51777], [-0.41984, 4.48788, -0.39499], [0.68751, 3.83613, -0.86496], [1.41086, 4.34959, -1.98196], [4.62365, 6.38477, 2.73960], [4.02933, 7.87086, 3.48816], [5.44898, 7.98962, 2.50078], [2.21352, 7.64417, 0.20987], [1.87652, 7.56979, 1.91129], [3.04513, 5.45384, 2.12152], [2.77995, 5.22291, 0.39421], [1.01909, 4.20425, 1.23837], [0.32438, 6.50298, -0.01816], [-0.80153, 6.04685, 1.12121], [-1.19262, 4.72001, -1.12782], [-0.95338, 3.61278, -0.02402], [1.88409, 5.25546, -1.60309], [0.76038, 4.67649, -2.79321], [2.16733, 3.61696, -2.26322], [-4.82447, -1.72936, -3.80996], [-5.98622, -1.03674, -4.08390], [-5.74246, 0.41566, -3.93683], [-4.76253, 1.16528, -4.82410], [-3.63583, 1.74537, -4.17633], [-2.70480, 2.60907, -4.88903], [-1.30091, 2.53347, -4.10724], [-0.83922, 1.13071, -4.02061], [0.52410, 0.87036, -3.88035], [-4.27706, -1.37473, -2.93665], [-4.06035, -1.65431, -4.58364], [-4.81660, -2.81796, -3.75545], [-5.57756, 0.65417, -2.88611], [-6.78579, 0.71614, -4.03307], [-5.25202, 2.04039, -5.25153], [-4.51005, 0.50648, -5.65497], [-3.08667, 1.04787, -3.69462], [-2.96810, 3.65992, -5.00949], [-2.66714, 2.22982, -5.91023], [-1.37206, 2.89392, -3.08102], [-0.58492, 3.19535, -4.59445], [0.82247, -0.17691, -3.83225], [0.92884, 1.30543, -2.96656], [1.03435, 1.27717, -4.75341], [0.21545, -0.13157, 13.72759], [0.77417, -0.97074, 12.70405], [2.15555, -1.09879, 12.60655], [2.73812, 0.12143, 11.99930], [2.37628, 0.40746, 10.61958], [3.31618, -0.13558, 9.64947], [2.81134, 0.10458, 8.16692], [1.56796, -0.62030, 7.92359], [1.34423, -0.85413, 6.50111], [0.29211, -0.68816, 14.66164], [-0.82393, 0.16976, 13.59722], [0.78967, 0.79067, 13.63902], [2.48504, -1.82761, 11.86603], [2.70386, -1.58717, 13.41211], [3.82413, 0.15287, 12.08693], [2.50993, 1.04113, 12.53799], [1.55865, -0.17124, 10.49040], [3.52438, -1.19209, 9.81844], [4.29362, 0.32991, 9.77609], [3.66551, -0.13590, 7.53395], [2.88814, 1.16284, 7.91734], [1.23191, 0.05130, 5.90472], [0.31326, -1.19198, 6.60636], [1.88592, -1.64829, 5.98731]],
  "atomic_forces_ev_per_a": [[-1.3, 0.0, 0.9], [0.7, -1.5, -2.9], [-2.6, 1.7, 1.5], [2.3, -1.2, 1.9], [-1.2, 0.7, -0.1], [-0.1, -0.6, 0.6], [0.5, 2.6, 0.0], [0.3, -2.4, 0.3], [-0.9, 0.5, -0.8], [0.3, 0.2, -0.6], [0.1, -0.1, -0.4], [-0.1, 0.0, 0.5], [0.7, 1.8, -0.3], [-0.4, -0.4, 0.2], [0.9, -1.0, -0.3], [0.6, -0.3, 0.1], [0.2, 0.2, 0.0], [0.3, -0.2, -0.4], [-0.5, 0.1, -0.2], [-0.4, -0.4, -0.6], [0.0, 0.0, 0.0], [0.2, 0.0, 0.8], [0.1, -0.2, 0.1], [0.3, 0.2, -0.5], [1.0, 0.7, -1.0], [-1.1, -0.5, -0.7], [-0.3, -0.3, 1.6], [0.3, 1.5, 1.5], [0.2, -0.9, -1.8], [-1.3, 2.5, 0.1], [-1.7, -1.2, 1.0], [0.7, 0.8, 1.1], [0.7, 0.2, -0.8], [-0.3, 0.1, -0.1], [-1.1, -0.3, 0.3], [0.8, -0.4, 0.0], [-0.1, -0.4, -0.4], [-0.3, 0.2, 0.2], [1.1, -0.4, -0.3], [-0.3, -0.2, 0.1], [0.5, 0.1, 0.3], [0.4, -0.4, -0.4], [0.1, -0.8, 0.1], [0.4, -0.2, -0.2], [0.4, 0.4, 0.1], [0.2, 0.0, -0.4], [0.0, -0.9, -0.5], [-0.6, 0.2, 0.1], [0.7, 1.0, -0.2], [-0.5, 0.4, -0.4], [-1.4, -0.1, -0.1], [2.1, 0.6, 0.3], [0.3, 1.0, 0.0], [0.2, -0.2, 1.9], [-0.6, 0.1, 1.4], [0.1, 0.6, -0.9], [-0.9, 0.3, -0.3], [0.2, -0.3, -0.1], [-0.3, -0.3, 0.2], [-0.4, 0.1, -0.2], [0.0, -0.8, -0.2], [0.1, 0.1, -0.1], [0.2, -0.4, 0.6], [-0.2, -0.7, -0.6], [0.2, 0.0, 0.0], [0.5, -0.4, -0.5], [-0.5, -0.5, -0.9], [0.2, 0.2, 0.4], [-0.1, -0.3, -0.4], [-0.3, -0.2, 0.1], [-0.2, 0.2, -0.5], [0.5, -0.3, 0.2], [-0.5, -0.8, 0.6], [0.6, 0.7, 0.0], [0.1, -0.2, -2.7], [-1.1, 0.4, -1.2], [-0.6, -1.2, 2.0], [-1.1, -1.0, -1.7], [0.0, 0.1, 0.3], [0.2, 0.6, 0.0], [0.7, 0.0, -1.1], [0.1, -0.4, -0.2], [0.5, 0.2, 0.4], [-0.3, 0.2, -0.4], [-0.3, -0.2, 0.1], [0.2, 0.0, 0.1], [1.2, 0.4, 1.1], [0.2, 1.0, 0.7], [0.1, 0.7, -0.2], [0.2, 0.4, -0.1], [0.8, -0.1, 0.4], [-0.1, -0.7, 0.4], [-0.6, -0.5, 0.6], [-0.1, -0.2, -0.2], [-0.2, 0.1, 0.5], [-0.1, 0.5, 0.6], [1.7, -0.3, 0.0], [-0.7, 1.2, -0.5], [-1.0, -0.6, 0.9], [0.9, -0.8, -0.7], [-1.1, -0.5, 0.6], [1.5, 0.4, 0.2], [-0.7, 0.0, -0.2], [-0.4, 0.0, 0.9], [-1.0, 0.8, -0.4], [-0.1, -0.3, 0.4], [-0.5, -0.7, 0.0], [-0.3, 0.8, 0.0], [0.2, 0.3, -0.3], [-0.2, 0.5, -0.7], [-0.4, 0.5, -0.3], [0.1, -0.1, 0.4], [-0.1, -0.6, -0.1], [0.3, 0.1, -0.4], [0.3, -0.3, 0.4], [0.4, 0.3, 0.2], [0.3, -0.1, -0.2], [-0.1, -0.4, -0.2], [0.6, 0.4, 0.1], [0.4, -0.6, 0.0], [0.2, 0.2, -1.0], [0.3, -2.2, 1.7], [-2.5, -0.2, -0.1], [1.5, -0.2, -0.5], [-2.2, -0.9, -0.9], [0.7, 1.1, -1.9], [0.5, 0.1, 2.3], [1.4, 1.2, 0.6], [-1.5, -0.1, 0.4], [0.6, 0.9, 0.1], [-0.4, -0.4, 0.0], [0.5, 0.5, 0.0], [0.0, 0.0, -0.3], [-0.2, 1.0, -0.9], [0.2, 0.2, 0.4], [0.2, -0.6, 0.3], [0.6, 0.3, 0.4], [-0.2, 0.4, 0.1], [0.2, -0.7, 0.3], [0.2, -0.3, -0.4], [-0.8, -0.4, -0.4], [0.4, 0.3, 0.2], [0.1, -0.1, -0.1], [0.4, 0.0, -0.5], [0.0, -0.9, 2.1], [0.1, -1.1, -1.7], [0.9, 2.2, 1.3], [-2.0, -0.4, -0.8], [-0.3, 0.7, -0.3], [0.2, -0.6, -1.1], [1.5, 0.2, 1.4], [-0.8, -0.8, -0.9], [-0.5, -1.4, 0.7], [0.4, -0.5, -0.6], [0.1, -0.1, 0.0], [-0.2, 1.0, -0.2], [0.5, -0.5, -0.7], [0.1, -0.1, 0.3], [0.2, 0.1, 0.2], [-0.1, 0.0, 0.3], [-0.8, 0.5, -0.4], [0.2, -0.2, -0.1], [0.5, 0.4, 0.0], [-0.8, 0.8, -0.4], [0.7, 0.2, 0.2], [0.5, 0.5, -0.2], [0.0, 0.2, 0.8], [-0.6, -0.4, 0.0], [-1.0, 1.1, -0.6], [-0.2, -1.3, -0.8], [0.9, 0.3, 2.3], [-0.6, -1.3, -1.4], [0.3, 1.7, -0.3], [-2.1, 0.7, -0.5], [0.6, -0.3, -1.2], [0.6, 0.3, -0.8], [0.0, -1.2, 1.1], [0.3, -1.3, 0.7], [-0.2, 0.0, -0.3], [1.1, 0.8, 0.2], [-0.2, 0.8, 0.3], [0.1, 0.2, -1.2], [0.0, 0.0, -0.1], [0.0, 0.1, 0.6], [0.1, 0.1, -0.1], [-0.8, -0.5, 0.5], [0.3, -0.2, 0.0], [0.4, -0.2, 0.6], [-0.5, 0.2, 0.3], [0.0, -0.1, 0.5], [-0.3, 0.6, 0.8], [1.2, -0.4, -0.8], [0.1, -0.3, -1.3], [-0.2, 0.2, 1.0], [-0.5, 1.0, 0.8], [-0.1, -1.4, -1.3], [0.4, 0.1, 0.2], [-0.4, 1.5, 1.0], [-1.4, -0.5, 0.0], [1.7, -1.7, -1.9], [-0.3, 1.0, 1.3], [0.5, 0.1, 0.3], [-0.8, 0.2, -0.3], [0.1, -0.4, 0.0], [0.0, -0.4, -0.2], [0.0, 0.7, 0.4], [-0.4, -0.5, 0.1], [0.6, -0.1, -0.1], [0.8, -0.4, 0.8], [0.3, -0.2, -0.6], [-0.7, -0.4, -0.3], [0.4, 1.0, -0.8], [-0.2, 0.3, 1.7], [0.6, 0.2, -0.4], [-0.1, -0.4, -0.2], [-0.3, 0.1, -0.1], [2.3, -0.4, 0.0], [0.6, 1.3, -0.2], [-2.0, -0.9, 0.9], [-0.5, 0.3, -1.1], [0.8, 0.2, 2.1], [1.2, -1.4, 0.7], [-0.4, -1.1, -0.8], [-1.8, 0.5, -0.4], [0.9, 1.1, -0.2], [-0.5, 0.0, 0.4], [0.2, 0.7, -0.7], [-1.4, -0.1, 0.4], [0.7, -0.3, 0.3], [0.2, 0.7, -0.6], [-0.6, -0.2, -0.3], [0.2, -0.2, -0.4], [0.0, -0.1, 0.0], [-0.4, 0.1, 0.6], [0.9, 0.0, -0.4], [-0.5, 0.1, 0.1], [0.3, -0.3, -0.4], [-0.9, -0.3, -0.1], [0.1, 0.3, 0.2], [0.4, 0.1, 0.0], [1.5, -0.1, -0.4], [-1.8, -1.0, -0.5], [0.9, -0.4, -0.8], [1.7, 2.5, 0.8], [-0.4, -0.9, -0.4], [-0.4, 0.4, -1.2], [1.0, -0.8, 1.5], [2.7, 1.2, -1.2], [-2.3, 0.1, 1.4], [0.2, 0.5, 0.4], [0.0, -0.7, -0.7], [0.0, 0.2, 1.0], [-1.3, -0.7, -0.6], [-0.3, 0.9, 1.2], [0.3, -0.5, -0.1], [-0.4, -0.1, 0.5], [-0.8, 0.3, -0.3], [-0.2, -0.5, -0.2], [0.0, 0.4, -0.1], [-0.1, -1.5, -0.4], [-1.6, 0.6, 0.5], [0.7, 0.2, 0.1], [-0.1, -0.4, -0.7], [0.7, 0.2, 0.4]],
  "mulliken_charge": [-0.918, -0.130, -0.631, -0.693, -0.225, -0.543, -0.601, -0.342, -0.707, 0.521, -0.136, 0.600, 0.336, 0.337, 0.326, 0.241, 0.263, 0.255, 0.429, 0.383, 0.341, 0.273, 0.264, 0.310, -0.610, -0.418, 0.067, -0.906, -0.180, -0.634, -0.054, -0.490, -0.527, 0.373, 0.186, 0.300, 0.497, -0.324, 0.416, 0.445, 0.222, 0.260, 0.399, 0.064, 0.285, 0.329, 0.315, 0.116, -0.629, -0.406, -0.003, -0.900, -0.345, -0.358, -0.269, -0.479, -0.119, 0.201, 0.315, 0.246, 0.403, 0.102, 0.384, 0.377, 0.292, 0.307, 0.119, 0.408, 0.019, 0.307, -0.183, 0.276, -0.626, -0.345, -0.218, -1.007, 0.591, -0.847, -0.488, -0.168, -1.198, 0.254, 0.334, 0.182, 0.042, 0.406, 0.489, 0.370, -0.371, 0.322, 0.431, 0.171, 0.450, 0.327, 0.298, 0.640, -0.895, -0.227, -0.694, -0.521, -0.476, 1.708, -1.366, 0.311, -0.892, 0.235, 0.366, 0.329, 0.336, 0.333, 0.343, 0.443, 0.266, -0.630, -0.347, 0.420, 0.315, 0.100, 0.427, 0.183, -0.439, -0.246, 0.210, -0.678, 0.432, -0.690, 0.454, -0.440, 0.379, -0.130, 0.161, 0.382, 0.016, 0.106, 0.332, -0.067, -0.154, 0.551, 0.059, -0.523, 0.415, -0.055, 0.182, -0.495, -0.755, -0.328, -0.453, -0.639, -0.332, -0.572, -0.583, -0.418, -0.525, 0.311, 0.315, 0.267, 0.324, 0.307, 0.316, 0.302, 0.266, 0.362, 0.379, 0.253, 0.460, 0.339, 0.319, 0.112, -0.765, -0.294, -0.197, -0.111, -0.221, -1.085, 0.441, -0.457, -0.302, 0.224, 0.317, 0.308, -0.526, 0.653, -0.053, 0.485, 0.285, 0.453, 0.444, -0.008, 0.054, 0.241, -0.062, 0.333, -0.472, -0.404, -0.836, 0.919, -0.266, -1.263, -0.578, 0.404, -0.446, 0.058, 0.337, 0.271, 0.235, 0.438, 0.046, -0.384, -0.038, 0.354, 0.504, 0.455, 0.281, 0.462, 0.264, -0.398, -0.180, -0.522, -0.446, -0.563, -0.022, -0.886, -0.545, -0.036, -0.491, 0.033, 0.008, 0.327, 0.185, 0.401, 0.469, 0.283, -0.025, 0.359, 0.383, 0.162, 0.525, -0.329, -0.057, 0.810, -0.565, -0.348, -0.411, -0.958, -0.055, -1.093, 0.050, -0.369, -0.707, 0.252, 0.239, 0.247, 0.282, 0.384, 0.397, 0.380, 0.273, 0.388, 0.441, 0.489, -0.129, 0.186, 0.335, 0.298]
}